# 1
ORCA calculation (wB97M-V/def2-TZVPD) on a cluster of 5 separate species, C30H50N2O13SSi in total in a non-equilibrium geometry.

Results
structure (SMILES): C#CC[Si@@](N=C=S)(NCCCC)OC[C@H](C)C(C)C.C[C@@H]1COC(=O)O1.C[C@@H]1COC(=O)O1.C[C@@H]1COC(=O)O1.C[C@@H]1COC(=O)O1
LUMO level: -0.532 eV

Geometry as XYZ:
```
97
C30H50N2O13SSi, DFT wB97M-V/def2-TZVPD
S 0.49 6.66 -5.21
Si 2.13 3.89 -2.59
O -3.60 -2.53 1.24
O -8.97 -2.51 1.15
O -8.58 -4.69 1.58
O 7.27 2.78 -2.70
O 0.39 3.52 -2.64
O -1.71 -4.23 6.22
O -2.92 -0.58 0.24
O -1.81 -6.47 6.39
O 5.64 3.08 -1.13
O -1.53 -1.73 1.66
O -2.51 -5.46 4.46
O -10.64 -3.80 2.03
O 7.55 4.27 -0.99
N 3.11 2.40 -2.33
N 2.69 4.92 -3.96
C 5.65 3.73 0.13
C 3.07 -0.81 -3.06
C -0.95 0.73 -2.63
C -0.55 -3.56 2.90
C 1.73 5.88 -4.28
C -6.19 -4.84 1.21
C 6.86 3.33 -1.70
C -9.50 -3.68 1.62
C 6.62 4.86 -0.10
C -2.88 -3.53 1.93
C -1.51 -4.56 7.58
C -7.51 -4.21 0.78
C -0.50 -3.64 8.23
C -2.05 -5.39 5.59
C 7.30 5.34 1.16
C -2.34 1.48 -2.15
C -2.70 -1.53 0.98
C 2.36 4.99 -0.97
C 3.82 1.33 -4.64
C 0.00 2.97 -3.94
C -7.57 -2.73 1.01
C 0.88 5.73 -0.76
C -1.07 -5.99 7.50
C -1.36 1.10 -5.21
C 4.00 -0.26 -4.30
C 4.24 2.26 -3.33
C 0.05 0.60 -1.33
C -0.26 1.36 -3.98
C -1.80 -2.75 2.61
C -0.43 6.30 -0.64
H 0.82 3.24 -4.77
H 0.26 -2.90 3.22
H -7.08 -2.41 1.94
H 0.00 -6.10 7.27
H -0.20 -4.08 2.01
H -1.30 -6.56 8.40
H -2.39 2.58 -2.55
H -0.15 -0.35 -0.66
H -1.47 -0.05 -5.44
H 3.29 -1.94 -2.84
H 7.75 4.51 1.71
H 3.52 2.36 -1.35
H -0.40 -3.85 9.30
H -5.93 -4.56 2.23
H 5.12 -0.52 -4.02
H 6.14 5.70 -0.62
H 5.99 3.01 0.89
H -0.74 -4.29 3.69
H -0.99 3.52 -4.31
H -2.42 1.58 -4.94
H 1.18 0.70 -1.64
H 6.60 5.86 1.82
H 8.12 6.03 0.91
H -2.48 -4.47 8.10
H -2.51 1.39 -0.98
H -1.27 -0.39 -2.91
H -2.16 -2.26 3.52
H 4.75 3.29 -3.64
H -7.17 -2.16 0.17
H 4.55 1.62 -5.53
H -2.51 -4.26 1.20
H -7.73 -4.47 -0.26
H 3.66 -0.86 -5.27
H -6.27 -5.93 1.19
H 3.23 5.77 -1.09
H 3.28 -0.24 -2.04
H 0.48 -3.74 7.76
H 1.93 -0.69 -3.33
H -0.80 -2.59 8.10
H -0.19 1.54 -0.64
H -5.38 -4.53 0.54
H -3.53 -4.05 2.65
H 0.72 0.83 -4.33
H 2.72 1.60 -5.02
H -1.58 6.47 -0.88
H -0.96 1.72 -6.12
H -3.22 0.88 -2.68
H 2.50 4.27 -0.04
H 4.65 4.09 0.40
H 5.10 1.64 -2.78
```

# 2
ORCA calculation (wB97M-V/def2-TZVPD) on the molecule C4H6N2O2 in a non-equilibrium geometry.

Results
relative energy (zero: lowest compared OMol25 entry of this formula, charge and spin): 132.5 kJ/mol
structure (SMILES): NC(=O)N1CCC1=O
LUMO level: 0.517 eV

Geometry as XYZ:
```
14
C4H6N2O2, DFT wB97M-V/def2-TZVPD
O 0.08 -1.46 2.08
O 2.65 -0.63 -0.06
N -1.84 -1.06 0.87
N 0.24 -0.31 0.18
C 1.20 0.98 -1.06
C -0.46 -1.04 1.09
C -0.28 0.65 -0.77
C 1.54 -0.07 -0.16
H 1.62 0.78 -2.09
H -2.15 -0.08 1.03
H -0.82 1.55 -0.36
H -0.94 0.22 -1.56
H 1.39 1.99 -0.79
H -2.23 -1.53 1.59
```

# 3
ORCA calculation (wB97M-V/def2-TZVPD) on a structure of composition C20H17IIrN3OS3 in a non-equilibrium geometry.

Results
relative energy (zero: lowest compared OMol25 entry of this formula, charge and spin): 259.9 kJ/mol
2S+1: 2
charge: +1
LUMO level (spin up / spin down): -5.969 / -5.083 eV

Geometry as XYZ:
```
46
C20H17IIrN3OS3, DFT wB97M-V/def2-TZVPD
Ir -1.21 -0.92 -0.88
I -3.63 -0.83 1.42
S -4.93 -1.61 -3.54
S 0.83 -2.66 -0.96
S -1.72 -3.49 0.08
O 0.19 -5.16 -0.26
N -0.69 -0.66 1.44
N -2.41 -1.39 -2.43
N 0.46 0.31 -2.42
C 3.82 1.10 -1.11
C 0.77 -0.02 3.20
C -1.59 -0.06 3.57
C -0.16 -3.91 -0.38
C -3.49 -1.51 -2.88
C -0.24 2.16 -0.35
C -1.71 -0.48 2.26
C 3.50 1.93 -0.04
C 0.54 -0.44 1.91
C -1.76 3.99 0.09
C 2.81 0.56 -1.88
C 2.19 2.24 0.22
C -0.31 0.18 4.05
C 1.47 0.87 -1.62
C -1.34 1.33 -0.61
C -2.83 3.20 -0.26
C 1.15 1.73 -0.56
C -0.47 3.49 0.03
C 1.50 -5.59 -0.59
C -2.62 1.87 -0.60
H -1.92 5.02 0.38
H -3.84 3.59 -0.27
H 3.05 -0.06 -2.73
H 2.16 -5.46 0.27
H 1.41 -6.66 -0.82
H 1.35 -0.61 1.22
H -3.48 1.27 -0.88
H -0.17 0.52 5.07
H -2.45 0.08 4.19
H 1.90 -5.06 -1.45
H 1.96 2.87 1.06
H -0.20 1.00 -2.78
H 1.78 0.16 3.54
H 4.29 2.33 0.58
H 4.85 0.89 -1.36
H 0.37 4.14 0.23
H 0.82 -0.27 -3.16
```

# 4
ORCA calculation (wB97M-V/def2-TZVPD) on a structure of composition C69H139N7O27V in a non-equilibrium geometry.

Results
2S+1: 2
LUMO level: -1.675 eV

Geometry as XYZ:
```
243
C69H139N7O27V, DFT wB97M-V/def2-TZVPD
V 2.56 1.48 -3.55
O 0.09 -3.63 2.64
O -5.16 -2.44 1.77
O -3.22 -0.86 -6.96
O -4.92 1.10 5.61
O -6.35 -2.60 -0.16
O 1.50 0.90 -1.53
O 6.86 -0.54 3.05
O 2.25 -9.10 -0.81
O 4.77 3.92 5.05
O 3.31 2.84 -3.12
O -1.96 5.89 1.47
O 3.63 0.32 -3.42
O 1.09 0.38 -4.83
O -4.30 1.02 -6.23
O -6.72 -4.06 1.57
O -4.75 3.31 5.07
O 4.70 0.16 2.52
O -5.95 -5.85 -1.61
O 4.08 5.46 3.74
O 4.82 6.00 5.89
O -3.87 1.87 3.76
O 6.45 9.22 -5.66
O -3.32 -0.28 -4.72
O -2.09 3.97 -3.23
O 3.61 7.37 -1.66
O 5.77 -1.31 1.23
O -0.90 2.73 4.83
N 0.73 0.67 -0.34
N -4.94 -5.03 -2.24
N 0.48 2.74 -3.67
N -0.25 -3.36 3.96
N 2.85 -7.87 -0.31
N 5.78 7.27 -3.90
N 0.02 5.02 3.43
C 0.43 4.20 -3.33
C -4.61 2.04 4.87
C -0.55 -0.85 1.05
C 4.83 -7.41 -2.00
C -1.58 -0.19 -1.18
C 2.05 -4.27 4.85
C 6.64 10.45 -6.34
C -5.53 -1.49 -0.27
C -3.58 -5.25 -1.74
C 0.23 1.96 0.27
C -4.02 0.57 -3.92
C 0.10 2.52 -5.03
C -3.55 -5.29 -0.24
C -4.55 -1.43 0.91
C -3.07 -6.73 -2.17
C -2.67 -3.45 3.70
C -1.39 -5.54 4.63
C 4.38 6.22 -2.00
C -1.19 0.35 1.85
C 4.84 -6.52 0.29
C 4.96 8.50 -3.99
C 0.57 -7.01 0.29
C -4.30 4.04 3.96
C 0.66 -2.56 6.09
C 2.48 7.09 -0.82
C -3.08 6.66 2.06
C 3.62 4.26 3.10
C 1.74 -1.90 4.08
C 5.76 6.75 -2.51
C 5.12 -8.97 -0.05
C 1.90 -6.74 -0.41
C 4.41 -1.34 0.85
C -1.44 -4.02 4.47
C -4.54 1.56 -4.93
C -0.09 4.95 4.91
C -4.27 -3.30 -3.94
C -1.06 2.80 -0.33
C -2.72 -3.56 -3.59
C 0.19 3.52 5.32
C 3.85 -0.14 1.47
C -3.23 4.63 -2.78
C -0.44 -3.39 6.84
C -0.76 1.35 5.10
C 4.46 3.26 3.79
C 5.05 9.31 -5.20
C 4.35 -7.69 -0.54
C 5.86 -0.59 2.31
C 0.42 -1.81 -0.99
C -3.54 -0.06 -6.05
C 2.52 -5.66 0.57
C -0.12 6.44 3.06
C -0.69 6.53 1.65
C -5.06 -5.63 -4.65
C 0.98 -1.01 -4.98
C 3.96 -5.31 0.37
C -6.17 -3.12 1.12
C -1.63 -3.50 5.92
C -2.62 -4.07 -2.14
C 1.41 3.01 0.50
C -3.51 3.06 3.13
C -6.69 -4.12 -3.71
C 1.05 -3.14 4.71
C -0.13 0.99 -5.27
C -0.17 1.56 1.74
C -1.02 4.90 -3.52
C -0.22 -0.46 -0.46
C 1.71 -6.23 -1.80
C 4.56 5.19 5.01
C -5.28 -4.57 -3.57
H -1.46 0.39 -2.09
H -6.89 -3.52 -2.82
H 0.70 -1.43 -5.95
H -4.07 -6.20 0.04
H -2.22 0.55 1.54
H -2.17 -7.17 -1.75
H 1.72 3.62 -0.35
H -0.03 -7.65 -0.36
H 1.04 -1.16 3.71
H -2.06 -2.70 -3.65
H 2.77 -0.28 1.55
H 0.80 4.34 -2.31
H 4.02 0.73 0.84
H -0.91 2.88 -5.26
H -6.09 -0.57 -0.41
H -4.35 -3.23 -5.02
H 3.91 -2.27 1.11
H 2.60 -5.74 -2.20
H 0.03 6.20 0.90
H 1.97 8.01 -0.53
H -2.16 -2.54 5.92
H 0.88 6.87 3.04
H 3.90 8.33 -3.81
H -3.06 5.27 -1.92
H 2.22 2.47 0.98
H -0.34 0.68 -6.29
H -2.88 -6.73 -3.24
H -0.80 6.86 3.81
H -1.05 5.22 -4.56
H -3.92 3.81 -2.58
H -3.04 6.40 3.12
H 0.16 -1.30 -4.32
H -2.68 -3.29 -1.38
H 3.73 4.37 2.02
H 0.10 -4.28 7.16
H 5.89 10.88 -7.00
H 2.50 -1.37 4.66
H -3.72 5.20 -3.57
H -3.98 2.50 -4.89
H -6.80 -3.36 -4.49
H -2.52 -3.64 2.64
H -3.08 7.75 1.97
H 1.16 3.19 4.95
H 0.17 3.39 6.41
H 3.91 2.32 3.91
H 1.09 4.77 -3.98
H -3.50 -4.11 3.97
H 2.26 -2.16 3.16
H -0.49 2.41 2.34
H 1.91 -1.53 -4.75
H 2.70 6.60 0.13
H -3.81 3.04 2.08
H -5.73 -5.69 -5.50
H 6.16 -8.68 -0.20
H -0.02 0.81 4.50
H -1.03 3.83 0.03
H 0.74 1.29 2.27
H 4.34 -1.32 -0.24
H -1.05 2.89 -1.42
H -0.91 0.65 -4.59
H 3.94 5.56 -2.74
H 5.07 6.68 -4.32
H 4.99 -9.83 -0.71
H 6.17 7.53 -1.86
H 1.53 -6.99 -2.56
H -4.03 6.44 1.58
H -0.15 2.21 -3.08
H -4.97 -1.63 -1.20
H 1.52 -2.51 6.76
H -3.60 4.75 4.42
H 0.67 2.97 -5.84
H -0.32 -2.88 2.21
H -1.59 -4.38 -1.95
H 4.28 -8.06 -2.68
H 5.85 -7.73 -2.23
H -0.25 -2.67 -1.04
H -0.88 -6.02 3.80
H -7.44 -4.91 -3.74
H 1.79 -5.16 5.43
H -4.67 -0.42 1.30
H -5.59 1.73 -4.71
H -2.02 -1.10 -1.59
H -1.29 -0.01 2.88
H 1.19 3.82 1.20
H -3.52 -1.48 0.57
H 0.26 -1.55 6.09
H 4.95 -9.19 1.00
H -2.35 0.29 -0.58
H 2.23 -4.72 3.87
H -2.56 -5.20 0.20
H 0.80 -1.60 -1.99
H -5.18 -6.61 -4.18
H -2.29 -6.12 4.85
H -0.70 -5.72 5.45
H -1.70 0.82 5.28
H 4.51 5.70 -1.05
H 1.89 -4.79 0.38
H 1.03 -5.39 -1.89
H 4.82 -6.86 1.33
H -6.23 -5.29 -0.88
H -2.01 2.46 0.09
H -5.07 4.54 3.38
H -0.03 -6.10 0.42
H -0.27 1.26 6.07
H -1.24 -1.70 1.10
H 5.83 -6.24 -0.06
H -4.06 -4.43 0.21
H 5.40 3.03 3.28
H -1.05 5.24 5.34
H -4.63 -2.37 -3.51
H 3.98 -4.75 -0.57
H -4.07 -5.65 -5.11
H 4.66 10.31 -4.99
H 1.85 6.40 -1.38
H -2.77 -2.37 3.82
H 7.57 10.52 -6.91
H 4.51 8.80 -6.01
H -3.29 1.00 -3.24
H 0.29 -1.22 1.63
H -2.44 3.21 3.17
H -0.76 -2.99 7.81
H -2.39 -4.39 -4.22
H 6.44 5.91 -2.39
H 0.70 -7.44 1.28
H 4.63 -6.37 -2.26
H 3.04 -4.03 5.24
H 0.67 5.59 5.34
H -3.90 -7.40 -1.95
H 1.22 -2.04 -0.28
H -0.47 4.34 2.87
H 2.57 4.28 3.37
H 5.21 9.19 -3.18
H 4.34 -4.50 0.99
H -0.75 7.55 1.30
H -1.02 5.82 -2.93
H 6.71 11.15 -5.51
H -2.34 -4.13 6.46
H -4.89 0.16 -3.41
H 2.43 -6.03 1.59
```